[1]
Molecular formula: CH3NS2
Method: DFT, ωB97M-V with the def2-TZVPD basis set

```
7
Properties=species:S:1:pos:R:3:forces:R:3
C 0.35540 -0.71018 -0.64584 -0.71 -1.31 0.39
N -0.83618 -0.44598 0.14838 0.71 -0.21 1.54
S -1.20094 -0.34242 -1.41797 0.02 -0.34 -1.40
S 0.53291 1.47883 1.47579 -0.15 -0.06 -0.04
H 1.00664 0.08396 -0.66679 1.41 1.83 -0.28
H 0.92244 -1.65053 -0.55709 -1.13 -0.10 -0.39
H -0.78026 1.58632 1.66352 -0.16 0.19 0.18
```
Positions in Å, forces in eV/Å.

Output
F_max	2.3	eV/A
charge	0
molar mass	93.18	g mol⁻¹
DFT total energy	-24242.0792	eV
Kohn-Sham gap (spin up / spin down)	7.03 / 8.78	eV

Per-atom natural (NBO) charges, elementary charge units: atom 1 (C): -0.362, atom 2 (N): -0.508, atom 3 (S): 0.503, atom 4 (S): -0.163, atom 5 (H): 0.200, atom 6 (H): 0.217, atom 7 (H): 0.114

=====

[2]
Molecular formula: C4H8FInLuNO2
Method: DFT, ωB97M-V with the def2-TZVPD basis set

```
18
Properties=species:S:1:pos:R:3:forces:R:3
C 1.22853 1.39646 -0.29362 -0.58 0.34 -1.33
C 0.00488 0.83614 -1.27072 2.88 -2.98 -1.08
O -1.20990 1.67304 -1.17403 -2.38 -1.82 0.73
C -0.28658 -0.72532 -0.96191 0.52 1.67 -1.46
In -0.76897 -0.85403 1.23896 -0.64 -0.31 1.65
F -2.62652 0.03794 1.53336 1.47 0.22 -1.09
O -0.84769 -2.78618 2.02298 4.71 -0.98 -1.11
C 0.41616 -3.37083 1.79076 -1.63 -2.80 -0.92
N 1.24060 -4.20359 1.46223 -3.07 4.25 1.56
H 1.69432 0.51631 0.26287 -0.78 1.45 -0.27
H 2.05771 1.90977 -0.92501 -1.16 -0.40 1.06
H 0.72590 2.15887 0.45461 1.74 -1.71 0.82
H 0.41168 0.96850 -2.35039 -1.17 0.09 1.32
H -1.78937 1.39906 -0.38776 -0.46 -1.20 -0.48
H -1.10067 -1.08266 -1.67507 1.14 0.41 0.89
H 0.71965 -1.25872 -1.15896 -1.62 0.71 0.35
H 0.46980 0.08602 2.12127 -0.48 -0.13 -0.37
Lu -0.33952 3.29921 -0.68955 1.50 3.18 -0.27
```
Positions in Å, forces in eV/Å.

Output
F_max	5.5	eV/A
charge	+2
molar mass	410.90	g mol⁻¹
DFT total energy	-51346.8758	eV
Kohn-Sham gap	2.26	eV

Mulliken atomic charge list, values in e, 8 entries: atom 1 (C): -0.916, atom 2 (C): 0.055, atom 3 (O): -0.484, atom 4 (C): -1.242, atom 5 (In): 1.289, atom 6 (F): -0.674, atom 7 (O): -0.528, atom 8 (C): 0.455

=====

[3]
Molecular formula: C24H29GeN3SSc
Method: DFT, ωB97M-V with the def2-TZVPD basis set

```
59
Properties=species:S:1:pos:R:3:forces:R:3
Sc 0.94830 0.34549 -0.80582 1.91 0.62 0.27
N 1.10194 2.02846 3.10200 0.00 -0.18 0.28
C 1.07705 0.75530 3.66381 0.00 0.27 0.00
C 1.08577 0.31906 4.97357 0.00 0.04 0.03
C 1.06197 -1.05903 5.19431 0.00 -0.05 -0.10
C 1.03498 -1.95040 4.12285 0.00 0.09 0.01
C 1.02553 -1.50031 2.80376 0.00 -0.14 0.02
C 1.04090 -0.13237 2.57419 0.04 0.21 -0.27
N 1.03762 0.58013 1.39000 -0.10 -0.02 0.06
C 1.07481 1.89667 1.72932 -0.04 -0.21 0.11
C 1.08247 2.96398 0.83603 -0.08 0.18 -0.19
C 1.10088 4.35333 1.09414 0.03 -0.11 -0.19
S 1.12404 5.19632 -0.42176 0.01 0.23 -0.03
C 1.06107 3.70598 -1.27485 0.04 0.16 -0.11
N 1.03963 2.65895 -0.53347 -0.07 -0.50 0.54
H 1.10528 2.90147 3.59267 0.00 0.00 0.03
H 1.11186 1.01834 5.80178 0.00 -0.02 -0.03
H 1.06929 -1.43730 6.20893 0.00 0.01 -0.02
H 1.02603 -3.01613 4.31937 0.00 0.03 -0.01
H 1.02190 -2.19601 1.97285 0.00 0.02 0.04
H 1.23592 4.87737 2.02634 0.00 -0.06 -0.09
H 1.04973 3.66428 -2.35751 -0.01 0.00 0.12
C 3.10361 -2.87202 -0.39680 -0.05 -0.09 0.04
Ge 3.78130 -1.54437 -1.72508 -0.52 -0.20 0.03
C 3.17371 -2.38868 -3.40985 0.01 -0.20 -0.21
C 5.72428 -1.77730 -1.68242 0.38 0.04 0.07
C 2.98210 0.13130 -1.39962 -1.41 -0.16 0.07
H 3.40263 -3.90767 -0.60553 -0.02 0.14 0.01
H 2.00492 -2.83875 -0.40796 0.06 -0.05 0.03
H 3.43193 -2.59800 0.60977 -0.02 -0.03 -0.05
H 3.54001 -3.41965 -3.52091 -0.06 0.16 -0.01
H 3.47712 -1.80458 -4.28414 -0.03 -0.04 0.07
H 2.07806 -2.40832 -3.38492 0.09 -0.02 -0.07
H 5.97530 -2.81774 -1.91601 0.02 0.10 0.03
H 6.09572 -1.54282 -0.68009 0.04 -0.03 -0.10
H 6.22750 -1.12281 -2.39968 -0.02 -0.05 0.05
H 3.70495 0.94931 -1.33966 0.00 0.13 -0.07
C -2.61157 0.69024 -2.97315 -0.08 0.06 -0.12
C -2.56060 -0.10489 -1.65392 0.00 -0.09 0.08
C -2.49502 -1.59071 -2.02053 -0.04 -0.08 -0.06
C -1.28073 0.27140 -0.94491 -0.16 -0.27 -0.36
C -3.81777 0.22712 -0.84159 0.09 -0.08 0.06
C -4.76318 -0.72788 -0.47843 -0.11 0.05 0.02
C -5.88977 -0.38806 0.27042 0.10 0.04 -0.05
C -6.09462 0.92100 0.67372 0.11 0.01 -0.04
C -5.15393 1.88764 0.32478 -0.02 -0.10 -0.02
C -4.03706 1.53995 -0.41756 -0.05 0.09 0.03
H -1.73782 0.44669 -3.57984 -0.01 0.00 0.00
H -2.60579 1.76644 -2.79195 -0.01 -0.02 0.00
H -3.51758 0.43859 -3.53472 0.01 0.03 -0.02
H -1.58260 -1.76587 -2.59171 -0.01 0.00 -0.01
H -3.34909 -1.90185 -2.63199 0.02 0.00 0.02
H -2.45138 -2.22094 -1.12975 0.00 0.03 -0.02
H -1.48059 1.01036 -0.15555 -0.03 0.08 0.12
H -4.62961 -1.75898 -0.77519 -0.01 0.00 0.01
H -6.60296 -1.15794 0.54080 0.01 0.00 -0.01
H -6.96511 1.18682 1.26084 0.01 0.00 -0.01
H -5.28796 2.91568 0.63979 -0.01 -0.01 0.00
H -3.30542 2.30372 -0.65918 -0.03 -0.03 0.00
```
Positions in Å, forces in eV/Å.

Output
F_max	2.0	eV/A
charge	-1
molar mass	509.15	g mol⁻¹
DFT total energy	-117878.4446	eV
Kohn-Sham gap (spin up / spin down)	5.08 / 4.72	eV

natural (NBO) atomic charge list, values in e, 8 entries: atom 1 (Sc): 1.825, atom 2 (N): -0.570, atom 3 (C): 0.173, atom 4 (C): -0.283, atom 5 (C): -0.246, atom 6 (C): -0.231, atom 7 (C): -0.232, atom 8 (C): 0.123